1.
Molecular formula: C30H60O30
Method: DFT, wB97M-V/def2-TZVPD

Positions of all 120 atoms, in Å:
C 0.56258 7.32913 -0.91195
O 0.30733 5.97973 -0.76272
C -0.07151 5.21945 -1.85029
O -0.10736 5.59517 -2.99946
O -0.25674 4.00907 -1.43737
C -0.83834 3.04496 -2.33054
H 0.49560 7.71551 -1.92896
H 1.50090 7.60207 -0.42908
H -0.05035 7.96938 -0.27751
H -0.18167 2.20951 -2.57320
H -0.97245 3.44118 -3.33709
H -1.70112 2.54159 -1.89427
C -6.17678 -2.91330 3.81673
O -5.00126 -2.25774 3.46087
C -4.76577 -1.65880 2.25817
O -5.63509 -1.59665 1.39797
O -3.53454 -1.16392 2.37851
C -3.11692 -0.36420 1.27280
H -6.42676 -3.69874 3.10350
H -7.01498 -2.23567 3.97896
H -6.16895 -3.43242 4.77514
H -2.87809 -0.81921 0.31154
H -2.22992 0.14308 1.65227
H -3.87891 0.40944 1.17816
C 0.23297 2.24541 0.77813
O -0.40185 1.14526 0.00593
C 0.24785 0.01372 -0.25724
O 1.29606 -0.35383 0.18454
O -0.41628 -0.70957 -1.14889
C 0.27566 -1.66382 -1.87046
H 1.28209 2.40699 0.53046
H 0.13635 1.96942 1.82817
H -0.28551 3.18984 0.61283
H -0.40385 -2.30095 -2.43654
H 1.00454 -2.28140 -1.34566
H 0.77689 -1.15887 -2.69623
C -0.75155 5.46543 2.43038
O 0.40282 4.71674 2.81029
C 1.56789 5.09454 2.27981
O 1.76288 6.13025 1.62892
O 2.52811 4.26077 2.52968
C 2.29686 3.00951 3.19030
H -1.55103 5.00548 3.01122
H -1.03697 5.38831 1.38125
H -0.49594 6.51881 2.54513
H 2.52603 2.04446 2.73833
H 1.29777 2.73518 3.52891
H 2.88086 2.96158 4.10941
C 3.09643 3.51530 -2.24617
O 3.88914 4.03176 -1.14473
C 4.28769 3.25990 -0.21180
O 4.25063 2.00252 -0.21885
O 4.95080 4.02771 0.74456
C 5.63657 3.35571 1.83616
H 2.07194 3.26844 -1.96762
H 3.48432 2.62522 -2.74154
H 3.02841 4.20796 -3.08504
H 6.32927 2.58939 1.48827
H 4.89991 2.81425 2.42966
H 6.31172 3.95073 2.45115
C 0.90812 -3.50382 -5.30933
O 0.99538 -2.04462 -5.25387
C -0.08567 -1.26448 -5.51382
O -1.11378 -1.55471 -6.06962
O 0.24652 -0.01872 -5.24078
C -0.57006 1.07763 -5.59795
H 1.85665 -3.96310 -5.58766
H 0.09786 -3.89590 -5.92403
H 0.61645 -3.91716 -4.34383
H -0.15655 1.98592 -5.15964
H -1.55410 0.88059 -5.17258
H -0.66423 1.19827 -6.67715
C -2.37205 -2.82679 4.73004
O -1.20702 -2.61892 5.52691
C -0.15344 -1.82419 5.17011
O 0.92169 -1.81493 5.75469
O -0.39928 -1.11613 4.00911
C 0.62500 -0.34812 3.50670
H -2.12119 -2.67340 3.68045
H -3.12038 -2.12588 5.09994
H -2.69474 -3.84266 4.95806
H 1.62240 -0.77001 3.63047
H 0.64108 0.64665 3.95199
H 0.39474 -0.34303 2.44131
C 3.94103 -3.71749 -0.70121
O 4.44520 -2.55941 -1.34805
C 3.88700 -2.29701 -2.49708
O 3.13503 -3.02656 -3.19701
O 4.16894 -0.98153 -2.77194
C 3.59105 -0.32277 -3.89107
H 4.39884 -3.95310 0.25952
H 4.12881 -4.60660 -1.30312
H 2.86535 -3.83958 -0.57428
H 4.32805 0.34992 -4.32972
H 2.70495 0.22325 -3.56737
H 3.22296 -0.97537 -4.68273
C -2.87661 -2.54263 -1.96651
O -4.27508 -2.58983 -1.68693
C -5.12516 -1.63440 -2.20964
O -4.78368 -0.72236 -2.89715
O -6.34458 -1.87087 -1.70550
C -7.40492 -1.28551 -2.35790
H -2.26913 -2.92242 -1.14503
H -2.62054 -1.48885 -2.07645
H -2.63450 -3.01701 -2.91753
H -7.67433 -0.35202 -1.86384
H -8.25102 -1.92345 -2.10249
H -7.34621 -1.30969 -3.44605
C 0.22874 -4.67532 1.25584
O 0.90735 -4.67253 2.53844
C 1.95373 -3.93934 2.76058
O 2.41224 -3.09529 2.00796
O 2.39463 -4.22760 4.06241
C 1.81940 -5.24259 4.89766
H 0.91119 -4.61616 0.40798
H -0.35775 -3.75676 1.27497
H -0.28677 -5.63185 1.34195
H 0.82072 -5.01397 5.26977
H 2.47849 -5.54224 5.71246
H 1.52475 -6.09432 4.28461

Output
LUMO level	0.330	eV
E_HOMO	-10.35	eV
energy above the lowest of the compared OMol25 structures with the same formula, charge and spin	111.28	kcal per mole
structure (SMILES)	COC(=O)OC.COC(=O)OC.COC(=O)OC.COC(=O)OC.COC(=O)OC.COC(=O)OC.COC(=O)OC.COC(=O)OC.COC(=O)OC.COC(=O)OC
net charge	0

***

2.
Molecular formula: C30H61BFN3O8PSi
Method: DFT, wB97M-V/def2-TZVPD

Positions of all 106 atoms, in Å:
C 1.57998 -1.48861 -0.14593
C 0.43326 -1.38044 0.20354
C -0.97006 -1.22276 0.57101
O -0.98708 -0.19531 1.54457
C -1.50251 1.05728 1.13042
C -2.77281 1.17104 2.00797
O -3.38374 -0.08427 2.08441
C -4.75766 -0.04364 2.51442
C -5.59235 -0.89103 1.55430
O -0.46941 1.87208 1.42285
B -0.77838 3.25500 1.49629
O -1.46316 3.82772 2.51442
O -0.31020 4.04927 0.49604
N -1.72845 0.81429 -0.36687
F -0.52246 1.14557 -0.99675
Si -3.06599 1.76149 -1.31565
C -2.41929 2.03387 -3.06583
C -4.68448 0.82900 -1.47618
C -3.45806 3.45151 -0.63437
C -1.90420 -0.62879 -0.52961
P -1.79201 -1.35131 -2.28237
C -0.08704 -1.22557 -2.93902
O -1.96488 -2.97574 -1.99580
H 2.57797 -1.40373 -0.44939
H -1.32547 -2.18272 0.92270
H -3.44539 1.97031 1.69733
H -2.39714 1.44300 2.98841
H -4.78302 -0.55978 3.46331
H -5.13849 0.96429 2.60672
H -4.91057 -1.55657 1.04276
H -6.32446 -1.48580 2.08070
H -6.09557 -0.29591 0.80417
H -2.05611 4.48456 2.13528
H 0.34639 3.52375 0.02654
H -3.24784 1.91394 -3.74478
H -1.58559 1.39921 -3.33163
H -2.05798 3.05383 -3.13855
H -5.38198 1.05551 -0.68218
H -5.12431 1.22864 -2.38335
H -4.57199 -0.23369 -1.64084
H -4.07452 3.91823 -1.39753
H -4.04677 3.46862 0.27649
H -2.59881 4.10341 -0.53247
H -2.86644 -0.98790 -0.19056
H 0.39284 -0.27796 -2.75715
H 0.49181 -2.05278 -2.54772
H -0.17472 -1.40363 -4.00216
H -2.44406 -3.06497 -1.16308
C 5.70694 6.74700 1.11934
C 4.84168 7.63071 2.04023
C 5.17142 7.30841 3.49642
C 4.68255 5.92124 3.90918
C 3.18748 5.76014 3.62772
C 2.74817 6.18213 2.22031
N 3.38583 7.44949 1.76494
O 2.73889 8.44374 2.26714
C 3.04443 5.06193 1.20250
C 1.22507 6.30342 2.21832
C 5.27210 9.05680 1.70888
H 6.74722 7.06525 1.17579
H 5.71346 5.69485 1.39404
H 5.38961 6.83319 0.07919
H 4.71917 8.05621 4.15484
H 6.25015 7.37695 3.64842
H 5.25247 5.13883 3.40111
H 4.86292 5.77749 4.97605
H 2.89703 4.72099 3.79997
H 2.64218 6.35580 4.36582
H 2.78562 5.38810 0.19311
H 2.44029 4.18052 1.42823
H 4.07745 4.72442 1.19784
H 0.86790 6.98411 2.98917
H 0.77228 5.33728 2.41774
H 0.85679 6.65662 1.25409
H 5.05112 9.29564 0.66739
H 6.34604 9.16135 1.85648
H 4.78717 9.79842 2.34041
C 0.40350 -6.63091 -3.76712
C -0.67981 -6.82915 -2.68811
C -0.26762 -6.07295 -1.42688
C 0.93177 -6.71456 -0.73138
C 0.66916 -8.19282 -0.43630
C 0.13394 -9.00277 -1.62364
N -0.91155 -8.27208 -2.39978
O -2.04482 -8.39393 -1.79857
C 1.28366 -9.41447 -2.56467
C -0.40432 -10.32694 -1.08490
C -1.93209 -6.20089 -3.29275
H 0.38535 -5.59965 -4.12174
H 1.41702 -6.79521 -3.41117
H 0.22753 -7.28005 -4.62513
H -1.10817 -6.03490 -0.72475
H -0.03323 -5.03691 -1.68421
H 1.83785 -6.60140 -1.33200
H 1.12778 -6.19125 0.20743
H 1.58673 -8.65654 -0.07028
H -0.04973 -8.24643 0.38731
H 0.89093 -9.93781 -3.43710
H 1.96176 -10.09798 -2.05410
H 1.89660 -8.58579 -2.91092
H -1.15284 -10.18190 -0.30824
H 0.40989 -10.90104 -0.64482
H -0.85081 -10.92451 -1.88033
H -2.22885 -6.72613 -4.20184
H -1.74160 -5.16149 -3.55653
H -2.77823 -6.20307 -2.60705

Output
LUMO level (alpha / beta)	-3.092 / -3.092	eV
E_HOMO (alpha / beta)	-10.01 / -10.86	eV
net charge	+1
2S+1	3

***

3.
Molecular formula: C30H61Br2NO19
Method: DFT, wB97M-V/def2-TZVPD

Positions of all 113 atoms, in Å:
C 4.33177 -0.22163 0.00124
O 4.71116 -1.45015 0.62509
C 4.13200 -2.56969 -0.01536
C 5.23422 -3.56265 -0.43116
N 4.72695 -4.55708 -1.41196
C 3.01311 -3.16873 0.89606
Br 3.56856 -4.74544 1.93761
C 1.68208 -3.46200 0.11089
C 1.02500 -2.09807 -0.29837
Br 0.37292 -4.41704 1.27166
H 4.38810 -0.26867 -1.09917
H 5.05237 0.52688 0.36959
H 3.31833 0.03644 0.35828
H 3.63196 -2.25120 -0.95639
H 6.00061 -2.95780 -0.96767
H 5.76503 -4.03216 0.40688
H 5.50065 -5.16545 -1.64918
H 4.49667 -4.02876 -2.24691
H 2.75425 -2.38373 1.62867
H 1.85707 -4.07952 -0.78022
H 1.76683 -1.28319 -0.24875
H 0.70655 -2.18449 -1.35119
H 0.16930 -1.85903 0.34724
C -1.28021 3.92776 -1.51584
C -0.46602 3.13523 -0.51468
O 0.68629 2.53406 -1.12936
C 1.69646 3.36002 -1.38352
O 1.72806 4.53737 -1.14453
O 2.66279 2.65325 -1.97250
C 3.78031 3.43392 -2.39908
H -1.54853 3.30414 -2.37031
H -2.19254 4.30534 -1.05427
H -0.71588 4.77711 -1.90251
H -1.06465 2.31187 -0.12728
H -0.16346 3.74603 0.33738
H 4.18186 4.03022 -1.58065
H 3.49158 4.07623 -3.23094
H 4.54871 2.74291 -2.73836
C 0.74356 4.71620 6.48813
C 1.13452 3.31768 6.05557
O 1.08865 3.17637 4.62905
C 2.10147 3.72817 3.96065
O 3.03214 4.31485 4.43769
O 1.88300 3.52588 2.66151
C 2.84217 4.13902 1.79819
H -0.23217 4.98436 6.07853
H 0.70207 4.78225 7.57581
H 1.45803 5.45608 6.12767
H 0.41781 2.59909 6.45271
H 2.11939 3.03812 6.43112
H 3.85767 3.84409 2.06248
H 2.73970 5.22321 1.83064
H 2.63143 3.80335 0.79041
C -6.95495 2.72645 -0.39088
C -6.58233 1.31129 -0.78396
O -6.66904 1.11878 -2.20173
C -5.67012 1.64273 -2.91081
O -4.72481 2.23922 -2.47233
O -5.91208 1.41200 -4.19985
C -4.95586 2.01332 -5.07473
H -7.94062 2.98443 -0.78195
H -6.96518 2.83175 0.69459
H -6.24807 3.44946 -0.79800
H -7.28935 0.61061 -0.34148
H -5.58782 1.04057 -0.42641
H -3.94041 1.72263 -4.80985
H -5.05851 3.09779 -5.05073
H -5.16690 1.66374 -6.08244
C -3.38071 7.50321 -6.84279
C -2.92052 6.77538 -8.08956
O -1.58666 6.27004 -7.94194
C -1.47096 5.17816 -7.18907
O -2.36741 4.59334 -6.64581
O -0.17813 4.85937 -7.12137
C 0.09886 3.75913 -6.25530
H -2.67067 8.28728 -6.57431
H -4.36161 7.95224 -7.00231
H -3.44911 6.82598 -5.99143
H -2.88771 7.47031 -8.92776
H -3.60197 5.96812 -8.36165
H -0.50080 2.88877 -6.51834
H -0.08084 4.04523 -5.21860
H 1.15050 3.50894 -6.37469
C 1.69610 -7.96211 2.14647
C 0.57230 -8.04575 1.13668
O 0.72846 -9.18349 0.27374
C 0.41034 -10.35785 0.81279
O 0.00231 -10.54069 1.92682
O 0.63915 -11.30528 -0.09940
C 0.42888 -12.63105 0.38320
H 2.66181 -7.96879 1.63788
H 1.61219 -7.04971 2.73714
H 1.68731 -8.81318 2.82841
H 0.60249 -7.16710 0.49444
H -0.40677 -8.06549 1.61846
H -0.56509 -12.74118 0.81467
H 1.19234 -12.88649 1.11806
H 0.51869 -13.30393 -0.46652
C -0.80064 0.59739 4.29537
C -1.59353 0.30430 5.55227
O -2.00004 -1.06926 5.60814
C -1.03897 -1.93199 5.93637
O 0.10056 -1.65704 6.19408
O -1.56001 -3.15860 5.91011
C -0.60656 -4.19483 6.14687
H -1.36443 0.29607 3.40997
H -0.56823 1.65987 4.22269
H 0.13789 0.04280 4.28054
H -2.51162 0.89134 5.55178
H -1.03758 0.57026 6.45311
H -0.06205 -4.02565 7.07482
H 0.08538 -4.26449 5.30740
H -1.15656 -5.12939 6.22852

Output
LUMO level	0.333	eV
E_HOMO	-9.53	eV
structure (SMILES)	CO[C@@H](CN)[C@H](Br)[C@H](C)Br.CCOC(=O)OC.CCOC(=O)OC.CCOC(=O)OC.CCOC(=O)OC.CCOC(=O)OC.CCOC(=O)OC
net charge	0

***

4.
Molecular formula: C30H61FIN2O12P2S2
Method: DFT, wB97M-V/def2-TZVPD

Positions of all 111 atoms, in Å:
C 1.72653 4.84641 2.75521
C 0.46340 4.07574 3.18109
P -0.58038 3.43914 1.81006
C -0.41307 4.75169 0.56253
C 0.20679 1.75271 1.35122
O 1.45115 1.78788 1.99061
N -0.72061 0.78121 2.09526
I -2.20558 1.66221 3.50082
C -1.58700 0.02410 1.09669
C -1.98225 -1.36809 1.65461
C -1.36187 -2.67900 1.16274
C -1.20096 -3.64324 2.33423
F -2.42507 -3.98025 2.86340
C -1.08184 0.36312 -0.35734
C -0.93246 -0.72544 -1.44039
C -2.15280 -1.14015 -2.28405
C -3.39365 -1.72189 -1.56064
C -3.45478 -3.24815 -1.74013
C -4.67472 -1.15232 -2.24349
C -5.86021 -1.12337 -1.23804
C -7.13266 -1.69010 -1.85358
C -8.35090 -1.18376 -1.55295
C -9.36759 -0.83043 -2.60810
C -8.77850 -0.93678 -0.12675
P -2.46899 1.47266 -0.92038
O -2.39217 2.03046 -2.28836
C 0.24595 1.15468 -0.08405
C 0.43895 2.15095 -1.26184
C 1.74300 2.95076 -1.25545
C 1.74399 4.08119 -2.29601
O 0.61358 4.93392 -2.25674
C 1.56143 0.31245 -0.20131
C 1.74577 -1.04832 0.45695
O 1.31195 -1.04792 1.80922
C 3.28552 -1.34710 0.42412
N 3.91167 -0.90544 1.67683
H 2.13555 4.43876 1.83465
H 2.48075 4.80894 3.53601
H 1.46517 5.88692 2.58361
H -0.21449 4.78491 3.66658
H 0.65586 3.29825 3.91282
H 0.58408 4.92571 0.18300
H -1.12992 4.62191 -0.23975
H -0.71407 5.66563 1.08115
H 1.64040 0.93083 2.41156
H -0.25707 0.17844 2.76626
H -2.53222 0.55644 1.20359
H -3.06146 -1.44867 1.55535
H -1.83100 -1.31997 2.73545
H -2.04837 -3.17644 0.48376
H -0.38628 -2.62506 0.70151
H -0.58828 -3.16391 3.10577
H -0.64491 -4.52239 2.00582
H -0.21496 -0.32957 -2.15933
H -0.46320 -1.63605 -1.09134
H -2.46289 -0.37250 -2.98804
H -1.78476 -1.95192 -2.91363
H -3.48987 -1.43763 -0.51731
H -4.12756 -3.66606 -0.98793
H -2.48621 -3.70744 -1.54523
H -3.81454 -3.51243 -2.72808
H -4.51915 -0.13131 -2.58467
H -4.98936 -1.80569 -3.05050
H -6.07736 -0.09012 -0.97257
H -5.59637 -1.63876 -0.30350
H -7.04221 -2.55610 -2.50177
H -10.22825 -1.50734 -2.61933
H -9.75416 0.16486 -2.39518
H -8.90038 -0.82650 -3.58670
H -9.77441 -0.50346 -0.08420
H -8.77816 -1.88088 0.41007
H -8.09750 -0.25323 0.39109
H -2.41620 2.51575 0.03603
H -3.65543 0.78323 -0.61398
H 0.42161 1.58963 -2.19413
H -0.36380 2.87854 -1.33337
H 2.60694 2.34305 -1.52658
H 1.97975 3.32583 -0.25736
H 2.65576 4.65436 -2.14028
H 1.82109 3.61487 -3.28179
H -0.04048 4.57959 -2.86698
H 1.73696 0.16196 -1.26445
H 2.40492 0.90411 0.13538
H 1.33410 -1.89251 -0.08979
H 1.51780 -1.90085 2.21018
H 3.40236 -2.42654 0.38789
H 3.73053 -0.87233 -0.45267
H 4.12192 0.07766 1.57234
H 4.80799 -1.36829 1.75032
C 6.15901 -6.49381 -1.19438
C 6.67536 -5.18999 -0.62268
O 5.55950 -4.29054 -0.74126
S 4.19497 -5.10148 -0.55876
O 3.75118 -4.95963 0.78427
O 3.34370 -4.79605 -1.65056
O 4.79723 -6.56550 -0.73899
H 6.15832 -6.48376 -2.28518
H 6.71263 -7.35732 -0.83808
H 7.52781 -4.79641 -1.16771
H 6.92920 -5.28778 0.43421
C 6.44169 3.49458 2.32361
C 7.19710 3.88349 1.06947
O 7.21004 2.68004 0.28260
S 5.86949 1.85864 0.53266
O 4.93717 2.14193 -0.50125
O 6.22421 0.52721 0.86607
O 5.39442 2.62654 1.85089
H 7.07028 2.93218 3.01516
H 6.00945 4.34903 2.83597
H 8.21427 4.20460 1.27090
H 6.67303 4.65828 0.50731

Output
LUMO level	-4.418	eV
E_HOMO	-9.28	eV
net charge	+1